[1]
76
Properties=species:S:1:pos:R:3:forces:R:3:lowdin_charge:R:1 method="wB97M-V/def2-TZVPD" lumo_ha=0.06752 de_lowest_kcal_mol=33.96 homo_energy_ev=-4.515 charge=-1
Ba 0.082755 0.121089 -0.281527 0.31 0.83 -1.15 1.784
Se 0.122931 -5.137948 0.634751 -0.32 0.02 0.00 0.651
Se -0.079925 -4.613570 2.859124 0.15 -0.02 -0.18 0.644
Cl -0.694303 0.350673 2.701804 0.39 0.00 -0.60 0.599
S 4.995725 -0.359576 -2.060106 0.16 -0.09 -0.10 0.950
S -0.610109 -1.592412 -2.913297 -0.26 -0.26 -0.25 0.587
O 0.668803 0.585064 2.156670 -0.71 0.08 1.13 -0.579
O 0.618352 -0.785572 -3.092710 -0.06 0.12 -0.06 -0.657
O -0.842957 1.063477 3.921610 -0.17 0.16 0.31 -0.308
O -2.524726 7.392012 2.363694 -0.03 0.01 -0.08 -0.064
O -0.867331 -1.060938 2.849642 -0.02 -0.10 0.31 -0.339
O -4.878594 5.937874 -2.967397 -0.03 0.03 -0.02 -0.061
O -1.649176 0.824481 1.689743 0.28 -0.02 0.86 -0.495
N -1.542463 -1.257209 -1.825374 -0.23 -0.37 -0.59 -0.622
N -2.244219 -3.479175 0.500623 0.52 -0.43 -0.30 0.055
N -2.131630 2.102314 -1.352201 0.01 0.02 0.05 0.094
N 2.210851 -3.207301 1.974387 -0.05 0.02 -0.14 0.033
N 1.947104 2.178981 -1.467063 0.18 -0.31 -0.04 0.050
N -0.475587 3.211134 0.524762 -0.03 -0.10 -0.03 0.079
C -1.967348 6.309196 3.094135 -0.04 -0.07 0.13 -0.212
C 3.677940 3.756178 -2.961997 0.01 0.01 0.00 -0.089
C 2.431514 4.244887 -2.591019 -0.02 -0.03 0.03 -0.087
C -4.758504 4.666748 -3.583455 -0.05 0.02 -0.01 -0.213
C 4.587816 -1.879849 -1.401401 -0.04 0.03 -0.02 -0.454
C 3.371908 -1.848489 -0.784258 0.01 -0.06 -0.40 -0.304
C -2.169469 4.797327 1.089439 0.00 -0.05 0.00 0.041
C 0.199323 3.594197 1.596957 0.10 0.06 0.09 -0.117
C -3.318131 -3.032268 -0.155456 -0.02 -0.06 0.33 -0.170
C -1.751068 -4.835500 -1.419654 0.10 0.10 0.21 -0.156
C -3.211958 4.224042 -1.629395 0.02 -0.01 0.00 0.041
C -1.456036 5.204877 2.208447 0.15 0.01 -0.05 -0.191
C 2.815635 -2.181560 4.481828 0.04 0.00 -0.13 -0.072
C -1.641225 3.803165 0.273768 -0.06 0.03 -0.07 -0.211
C -3.694906 -3.464984 -1.410487 -0.08 -0.01 0.03 -0.103
C -2.888310 -4.387039 -2.052075 -0.09 0.02 -0.16 -0.103
C 3.476889 0.308107 -1.486429 -0.28 0.11 0.21 -0.558
C 3.584880 -1.846865 3.370985 -0.10 -0.04 0.13 -0.053
C 1.621250 3.411044 -1.840625 -0.09 0.14 -0.03 -0.159
C -1.475659 -4.354255 -0.136162 -0.29 0.06 -0.09 -0.660
C 2.690486 -0.583740 -0.795520 0.53 -0.03 -0.08 -0.313
C -2.361175 3.350437 -0.952753 0.04 0.12 0.14 -0.203
C -3.864616 3.780595 -2.764349 0.05 -0.17 -0.07 -0.190
C -3.654775 2.463939 -3.156838 -0.01 0.04 0.00 -0.012
C -2.788082 1.671614 -2.425469 -0.04 -0.11 -0.11 -0.113
C 3.144404 1.687053 -1.845258 0.05 -0.09 0.02 -0.298
C 3.247575 -2.392849 2.144483 0.44 0.25 0.26 -0.129
C 4.035161 2.481022 -2.588464 -0.03 0.06 0.00 -0.058
C -0.242002 4.585422 2.460805 -0.04 -0.01 0.00 0.003
C 1.483768 -3.484158 3.025521 -0.56 -0.26 0.32 -0.678
C 1.740234 -3.033238 4.314806 0.17 0.28 -0.01 -0.130
H -1.089011 -5.540951 -1.903316 0.04 -0.05 0.04 0.091
H 4.998698 2.082445 -2.872868 0.01 -0.01 -0.01 0.069
H -5.740874 4.187339 -3.681683 0.05 0.01 0.00 0.127
H -4.577361 -3.059552 -1.883061 -0.03 0.01 -0.01 0.098
H -3.906504 -2.294733 0.378503 -0.01 0.04 -0.03 0.110
H 4.364588 4.363640 -3.539766 -0.01 0.01 -0.01 0.099
H 1.099219 -3.305976 5.142690 -0.02 -0.01 -0.02 0.096
H 2.956624 -2.738575 -0.322581 -0.07 -0.02 -0.23 0.065
H 2.094604 5.233988 -2.868793 0.00 0.01 0.01 0.089
H -2.606935 0.637347 -2.692688 0.00 0.00 -0.03 0.066
H 0.357226 4.855344 3.319907 0.01 0.04 0.02 0.115
H 5.262292 -2.714905 -1.506706 0.05 -0.06 -0.01 0.049
H -1.962542 7.546544 1.596911 0.00 0.05 0.03 0.088
H 0.646687 3.745193 -1.505174 0.00 0.03 -0.06 0.081
H 3.818947 -2.164088 1.249258 -0.01 0.02 0.47 0.077
H 4.418699 -1.164342 3.445117 0.04 0.01 0.02 0.100
H -4.332822 4.763282 -4.590573 -0.01 -0.02 0.05 0.129
H 3.041907 -1.776683 5.459810 0.02 0.03 0.01 0.103
H -3.132643 5.237437 0.871499 -0.01 0.02 0.00 0.122
H -5.437008 6.490228 -3.520562 0.01 0.01 0.02 0.087
H -2.771225 5.934801 3.732379 0.04 0.01 0.00 0.130
H -3.342045 5.241104 -1.292606 0.00 0.01 -0.02 0.111
H 1.138854 3.086678 1.772766 0.03 -0.02 0.02 0.114
H -1.157446 6.655540 3.746541 -0.03 -0.03 -0.02 0.116
H -3.129925 -4.742112 -3.045828 -0.02 0.01 -0.02 0.105
H -4.145577 2.051493 -4.029620 -0.03 0.01 -0.02 0.115



[2]
76
Properties=species:S:1:pos:R:3:forces:R:3:lowdin_charge:R:1 method="wB97M-V/def2-TZVPD" lumo_ha="0.15592 / 0.15589" s2=2.013 de_lowest_kcal_mol=15.50 spin_multiplicity=3 homo_energy_ev="-0.166 / -1.545" charge=-2
Ti 10.589547 11.419117 10.554214 1.52 -0.50 0.77 1.049
Cl 6.239082 7.229126 9.287323 0.46 0.35 0.41 0.656
F 13.725879 13.134438 8.037827 0.53 -0.06 -0.14 0.117
F 15.457118 11.791008 8.234113 0.21 0.39 0.05 0.115
F 14.038648 11.511109 6.653068 -0.08 -0.12 -0.86 0.146
O 9.283717 11.765163 12.177405 0.65 0.37 -0.06 -0.125
O 9.434244 13.570273 7.296470 -0.39 -1.31 1.87 0.002
O 7.208348 11.455948 12.907768 -0.74 0.18 0.91 0.052
O 10.517010 12.736105 9.078543 0.23 0.65 -0.73 -0.159
O 13.598195 9.727121 8.681354 0.22 -2.05 -0.19 0.080
O 12.626270 11.460783 9.714854 -0.62 0.40 0.70 -0.091
N 10.669707 9.343248 9.553423 -0.04 -0.42 -1.34 0.031
N 14.685442 8.219011 12.509757 -0.37 -1.46 0.13 0.073
N 11.531961 13.211106 11.664021 -0.17 -0.40 -0.20 0.043
N 12.460448 14.148554 16.199105 0.16 -0.03 2.58 0.139
N 12.556172 7.885289 13.355687 0.37 -0.80 0.18 0.036
N 8.763201 11.188950 9.814987 -0.84 0.46 -1.14 -0.035
N 10.657790 8.191564 10.239701 0.91 -0.17 -1.26 0.048
N 11.635826 10.271350 12.188758 -0.70 0.52 -0.37 -0.079
C 13.372383 8.684864 12.630493 -1.23 0.26 0.58 -0.458
C 12.419414 14.158628 15.069625 -0.14 0.39 -3.02 -0.188
C 13.029965 15.120818 12.870017 1.07 1.87 1.64 -0.048
C 7.100954 8.286808 11.752046 0.54 0.52 -0.58 -0.192
C 6.344262 7.306041 13.787185 -0.90 -0.18 0.17 -0.086
C 8.138254 9.112096 11.017206 -0.70 0.95 0.85 -0.073
C 6.414996 10.727308 10.217520 -0.61 0.73 -0.33 -0.028
C 10.687750 5.762216 10.018439 -1.19 -0.27 0.03 -0.025
C 6.341515 7.352476 11.053814 -0.54 -0.05 0.00 -0.562
C 8.074472 11.377362 12.059571 -0.32 -0.50 -0.03 -0.599
C 5.538307 6.383394 13.074176 0.46 0.60 0.10 -0.093
C 12.924525 9.851098 12.076637 1.82 0.72 -0.37 -0.129
C 13.335472 10.881724 8.878641 0.75 1.29 -0.55 -0.622
C 12.351370 14.189071 13.619390 -0.98 -0.90 1.17 -0.198
C 11.339737 8.422587 13.645804 0.20 -0.18 0.21 -0.205
C 7.026247 12.536519 8.855405 -1.53 0.43 -1.44 -0.075
C 10.595991 7.121731 9.419471 -0.39 0.18 0.55 -0.284
C 13.047210 15.063701 11.521399 -1.65 -1.81 -0.12 -0.027
C 7.016527 8.330059 13.164859 -0.06 -0.58 -1.41 -0.006
C 7.827748 10.636659 10.746964 -1.17 -0.52 -0.44 -0.354
C 8.305592 12.202158 9.017327 1.00 -0.64 0.18 -0.228
C 6.002462 11.656650 9.332897 0.91 -0.28 1.16 -0.089
C 12.285955 14.040680 10.955161 0.05 0.16 -0.59 -0.074
C 10.607604 10.022812 7.136409 -0.36 0.42 1.90 0.007
C 9.460224 12.899497 8.358911 0.09 1.64 -1.52 -0.545
C 10.888372 9.561631 13.089072 0.15 0.54 -0.08 -0.220
C 10.547244 8.987701 8.242461 0.83 1.63 1.00 -0.281
C 5.499957 6.452996 11.695671 1.42 1.20 1.54 -0.149
C 10.467530 7.611490 8.122611 0.30 -0.65 0.24 0.011
C 11.526376 13.262382 12.995887 0.88 -0.04 -0.52 -0.032
C 14.140714 11.850959 7.927785 -0.75 0.05 1.05 -0.537
H 13.642727 10.538227 11.571610 -0.75 -0.75 0.22 0.114
H 13.493134 15.946824 13.435680 0.11 -0.50 -0.45 0.126
H 7.479814 9.169130 13.678668 0.12 -0.40 0.05 0.114
H 5.695830 10.082567 10.634076 -0.73 -0.90 0.54 0.080
H 9.762678 5.435875 10.556816 0.51 0.49 -0.38 0.088
H 4.895311 5.841200 11.129795 -1.24 -1.34 -1.07 0.060
H 10.820924 5.046301 9.219902 0.35 -0.32 -0.08 0.066
H 4.903158 5.653374 13.560793 0.19 0.04 0.27 0.088
H 10.735698 7.940865 14.399897 -0.09 -0.32 0.07 0.082
H 11.161139 9.783652 6.266199 0.93 -0.67 -0.56 0.068
H 11.489192 5.737859 10.740579 0.41 -0.21 0.12 0.069
H 10.436592 7.093738 7.169399 -0.05 -0.17 0.42 0.107
H 9.043922 9.063745 11.627311 -0.22 -0.07 -0.34 0.083
H 13.473102 15.720853 10.845709 1.13 1.40 -0.75 0.088
H 9.961179 10.016307 13.365727 -0.50 0.01 0.15 0.084
H 4.967062 11.803359 9.005191 0.37 -0.34 0.22 0.095
H 10.932414 10.999179 7.522535 0.12 -0.42 -0.08 0.070
H 10.842601 8.214148 11.237977 0.00 -0.09 -0.09 0.121
H 10.943613 12.516229 13.526320 -0.06 0.20 -0.14 0.122
H 6.714971 13.222490 8.091894 0.42 0.62 -0.20 0.088
H 12.277891 13.922888 9.867491 -0.24 -0.21 0.45 0.107
H 6.393955 7.284024 14.858243 -0.25 -0.18 0.46 0.087
H 14.545581 7.189798 12.400971 0.66 1.04 0.13 0.085
H 9.616884 10.184920 6.806110 -1.35 0.31 -0.44 0.069
H 8.263151 8.673780 10.050505 0.41 -0.24 -0.51 0.072
H 15.072587 8.605369 11.676168 0.50 0.08 -0.69 0.056



[3]
73
Properties=species:S:1:pos:R:3:forces:R:3:lowdin_charge:R:1 method="wB97M-V/def2-TZVPD" lumo_ha="0.07027 / 0.04611" s2=8.852 de_lowest_kcal_mol=34.24 spin_multiplicity=6 homo_energy_ev="-4.046 / -4.282" charge=-1
Te -0.459883 0.890399 -2.460873 -0.34 0.05 -0.29 1.481
Fe -0.271551 -0.303468 0.207872 -0.69 -1.18 0.00 0.151
S 2.555769 -1.624717 -0.919967 -0.07 -0.01 0.04 1.036
S -2.323643 0.757564 0.791343 0.16 0.07 0.11 0.625
S -0.062686 -1.014446 2.535613 -0.08 -0.05 -0.10 0.679
Si 0.354936 4.530209 -1.137596 -0.11 -0.05 -0.32 0.421
F -3.044712 -1.867635 -1.349823 0.02 -0.02 0.06 0.103
F -0.515129 -2.426457 -2.035727 -0.04 0.00 -0.01 -0.078
F -2.520585 -3.943266 -1.031157 -0.01 0.05 0.00 0.118
F -0.125932 -3.323629 -0.071526 -0.06 0.09 0.03 -0.036
F -2.743497 -2.628499 0.668718 -0.01 0.00 -0.04 0.133
N -4.553685 1.281985 3.670890 -0.03 0.00 -0.02 0.133
N -1.894109 -0.793248 5.716371 0.00 -0.01 0.02 0.134
N 4.070376 -0.093923 1.024858 -0.04 0.00 -0.08 0.119
N 1.042436 1.905167 1.624617 -0.36 -0.56 0.00 -0.024
N 1.934320 -0.374942 0.068485 -0.10 0.18 -0.04 -0.288
C -3.627541 0.838743 3.148275 0.15 -0.03 -0.01 -0.306
C 4.833168 -1.182179 -2.412209 -0.02 0.01 -0.04 -0.097
C -0.023641 4.646415 -2.957951 -0.02 0.03 -0.05 -0.197
C 6.767259 -0.083200 -1.509359 -0.01 0.00 0.00 -0.095
C -0.768771 -0.175600 -4.292321 0.18 -0.16 0.02 -0.394
C 0.470676 -0.271912 -6.495985 0.00 -0.03 0.00 -0.046
C 0.851263 2.548757 3.911181 -0.06 0.04 0.01 -0.053
C 1.566674 0.700729 -4.588821 0.00 0.02 0.02 -0.269
C 2.702042 0.194591 0.935631 -0.01 0.06 0.07 -0.352
C 0.451708 1.961245 0.369626 1.11 1.41 0.24 -0.305
C 1.594632 -0.046083 -7.273139 0.01 0.00 0.01 -0.097
C -0.921321 5.471835 -0.152182 -0.01 0.00 0.07 -0.170
C 0.443555 0.090163 -5.150392 -0.03 0.01 0.03 -0.273
C 1.552020 1.112461 -3.139627 0.00 0.01 0.04 -0.374
C 2.708687 1.215000 3.194717 -0.09 0.03 0.02 -0.045
C 2.177750 1.140543 1.906123 0.19 0.00 -0.10 -0.181
C 2.696985 0.920134 -5.374427 -0.01 -0.01 0.00 -0.050
C 2.083408 5.161543 -0.793234 0.02 0.02 0.04 -0.176
C 2.085947 1.913276 4.198109 0.05 -0.01 -0.03 -0.068
C 2.716025 0.550295 -6.709015 -0.01 0.00 0.00 -0.099
C -1.765286 -0.616282 4.585735 0.04 0.03 -0.12 -0.301
C 6.143329 -0.747738 -2.556238 0.00 0.01 0.01 -0.097
C -0.821646 -2.278054 -0.669759 0.36 0.23 0.09 -0.411
C 4.164383 -0.988918 -1.211744 0.00 -0.06 0.01 -0.465
C 0.298212 2.796082 -0.534403 -0.01 -0.22 0.38 -0.202
C 6.084597 0.154699 -0.324996 0.00 0.02 -0.02 -0.028
C -1.547288 -0.389584 3.180300 0.13 -0.07 0.19 -0.740
C 0.350913 2.519167 2.658216 -0.01 -0.05 -0.01 -0.046
C -2.290239 -2.684213 -0.585957 0.00 -0.06 -0.05 -0.617
C 4.784488 -0.307983 -0.171617 0.06 0.05 0.08 -0.254
C -2.460811 0.329377 2.480021 -0.29 0.15 -0.07 -0.732
H 4.555314 0.523988 1.655675 0.02 0.01 0.02 0.118
H 3.567030 1.388706 -4.927693 0.00 0.00 0.00 0.112
H 2.194361 0.473803 -2.535595 0.00 0.00 -0.02 0.013
H -0.532127 5.759566 0.826772 -0.01 -0.03 0.01 0.031
H 2.373814 4.932615 0.234509 0.01 0.01 -0.01 0.029
H 7.786239 0.265132 -1.616778 0.00 0.00 0.00 0.099
H 0.674945 4.063917 -3.562322 0.00 0.01 0.00 0.018
H 2.139636 6.244948 -0.927751 0.00 -0.01 -0.02 0.029
H -1.807836 4.854662 0.006460 -0.01 0.02 -0.03 0.039
H 0.276789 3.037583 4.684647 0.01 0.00 0.00 0.112
H 4.322431 -1.684047 -3.225480 0.01 0.01 0.00 0.111
H -1.688467 0.163238 -4.765341 0.01 0.00 -0.02 0.054
H 1.872940 2.144718 -3.003214 0.00 0.00 -0.04 0.046
H -1.223324 6.381125 -0.676875 0.01 0.01 0.01 0.029
H 1.597549 -0.334091 -8.316916 0.00 0.00 0.00 0.096
H -1.026393 4.267811 -3.162287 0.01 0.01 0.00 0.025
H -0.403561 -0.740872 -6.932633 0.00 0.00 0.00 0.112
H 6.562976 0.691462 0.486627 0.00 0.00 0.00 0.111
H 2.485742 1.909186 5.201079 -0.01 -0.01 0.00 0.100
H 3.598868 0.730459 -7.309537 0.00 0.00 0.00 0.095
H 3.575673 0.613201 3.430818 0.01 -0.01 -0.01 0.116
H 0.027571 5.688302 -3.286122 0.01 -0.01 -0.01 0.032
H 6.670016 -0.920727 -3.485225 0.00 0.00 0.00 0.099
H -0.598650 2.942829 2.367102 -0.02 -0.02 0.01 0.130
H 2.808970 4.694985 -1.463086 0.00 0.00 0.02 0.029
H -0.863212 -1.230921 -4.038753 0.00 -0.01 -0.08 0.049